ORCA calculation (ωB97M-V with the def2-TZVPD basis set) on a structure of composition C17H16Cl24INOP.

Cartesian coordinates (Å):
O (-1.56, -3.50, -0.23)
P (-0.50, -3.31, -1.64)
I (1.48, -4.77, -1.14)
C (0.07, -1.45, -1.75)
C (1.63, -1.01, -2.12)
C (2.02, 0.60, -2.24)
C (0.80, 1.70, -1.96)
C (1.09, 3.33, -2.07)
C (-0.15, 4.35, -1.74)
N (-1.54, 3.84, -1.38)
C (-1.91, 2.37, -1.29)
C (-0.74, 1.25, -1.56)
C (-1.13, -0.34, -1.44)
H (-2.48, -3.29, -0.61)
H (2.48, -1.82, -2.33)
H (3.11, 0.92, -2.53)
H (2.19, 3.65, -2.39)
H (0.04, 5.50, -1.78)
H (-2.29, 4.54, -1.20)
H (-2.99, 1.97, -1.04)
H (-2.23, -0.62, -1.14)
C (0.63, -5.50, 3.39)
Cl (1.14, -7.00, 2.59)
Cl (1.99, -4.77, 4.27)
Cl (-0.03, -4.36, 2.21)
H (-0.15, -5.74, 4.11)
C (2.07, 2.57, 1.79)
Cl (3.54, 1.59, 1.70)
Cl (1.44, 2.91, 0.17)
Cl (0.84, 1.76, 2.78)
H (2.32, 3.53, 2.27)
C (-3.23, 1.24, 2.76)
Cl (-4.82, 0.50, 2.48)
Cl (-2.00, -0.01, 3.00)
Cl (-2.79, 2.29, 1.41)
H (-3.29, 1.84, 3.66)
C (-1.88, 5.98, -5.19)
Cl (-3.22, 6.93, -4.54)
Cl (-1.26, 4.86, -3.96)
Cl (-2.40, 5.09, -6.63)
H (-1.08, 6.66, -5.47)
C (1.99, 1.59, 6.57)
Cl (1.06, 0.25, 5.88)
Cl (3.63, 1.62, 5.88)
Cl (1.17, 3.13, 6.29)
H (2.08, 1.43, 7.64)
C (1.90, 4.24, -6.88)
Cl (1.43, 4.25, -5.17)
Cl (1.03, 2.97, -7.76)
Cl (1.59, 5.82, -7.62)
H (2.97, 4.03, -6.94)
C (-5.78, -3.74, 2.52)
Cl (-6.72, -5.08, 1.83)
Cl (-4.15, -3.71, 1.83)
Cl (-6.61, -2.19, 2.24)
H (-5.70, -3.89, 3.60)
C (5.02, -8.92, 2.09)
Cl (3.51, -9.69, 1.57)
Cl (4.77, -8.01, 3.59)
Cl (6.29, -10.14, 2.31)
H (5.34, -8.22, 1.32)

Summary:
Lowest unoccupied orbital energy ... -4.935 eV
HOMO level ... -10.93 eV
Total charge ... +1

---

ORCA calculation (ωB97M-V with the def2-TZVPD basis set) on the ion C7H15N2O2 with charge +1.

Cartesian coordinates (Å):
C (0.36, -0.45, 0.02)
C (2.40, 0.79, -0.61)
C (-1.95, 0.31, 0.44)
C (3.46, -1.02, 0.73)
C (-4.24, -0.20, -0.75)
C (3.25, -0.42, -0.72)
C (-3.41, -0.07, 0.54)
N (1.13, 0.68, -0.31)
N (-0.99, -0.54, 0.25)
O (2.74, 2.07, -0.41)
O (-1.62, 1.59, 0.24)
H (0.87, -1.46, -0.25)
H (2.59, -1.60, 1.03)
H (3.35, -0.31, 1.51)
H (4.41, -1.66, 0.92)
H (-4.10, -1.21, -1.08)
H (-3.85, 0.47, -1.42)
H (-5.26, 0.13, -0.46)
H (2.92, -1.26, -1.35)
H (4.27, -0.19, -0.94)
H (-3.43, -0.99, 1.01)
H (-3.88, 0.67, 1.09)
H (0.60, 1.64, -0.23)
H (-1.22, -1.50, 0.38)
H (3.74, 2.24, -0.29)
H (-2.16, 2.29, 0.67)

Summary:
Lowest unoccupied orbital energy ... -3.136 eV
HOMO level ... -10.21 eV
Energy above the lowest of the compared OMol25 structures with the same formula, charge and spin ... 74.4 kcal/mol
Total charge ... +1

---

ORCA calculation (ωB97M-V with the def2-TZVPD basis set) on a structure of composition C13H21CuMgO14S.

Cartesian coordinates (Å):
Mg (1.46, -1.48, -2.44)
Cu (-1.53, -2.42, -0.48)
S (0.65, -3.89, -2.14)
O (1.81, -3.19, -1.58)
O (0.39, -2.88, -3.09)
O (0.96, -5.20, -2.76)
O (-0.45, -3.85, -1.17)
C (-0.20, 0.65, -0.95)
O (-0.05, -0.75, -1.23)
H (-1.08, 1.02, -1.46)
H (-0.32, 1.01, 0.07)
H (0.62, 1.25, -1.35)
C (2.81, 2.24, 1.23)
C (3.21, 0.75, 1.22)
C (4.68, 0.42, 1.49)
O (4.65, -0.57, 2.50)
C (3.39, -0.79, 2.94)
O (3.02, -1.68, 3.69)
O (2.61, 0.13, 2.34)
H (3.11, 2.70, 0.29)
H (3.23, 2.78, 2.07)
H (1.73, 2.35, 1.34)
H (2.87, 0.19, 0.35)
H (5.29, 1.28, 1.75)
H (5.09, 0.04, 0.55)
C (-3.04, 2.56, -3.61)
C (-3.51, 1.19, -4.13)
C (-2.55, 0.51, -5.07)
O (-2.40, -0.81, -4.53)
C (-2.87, -0.85, -3.32)
O (-2.64, -1.77, -2.47)
O (-3.51, 0.28, -3.06)
H (-2.00, 2.75, -3.37)
H (-3.68, 3.02, -2.85)
H (-3.21, 3.25, -4.43)
H (-4.46, 1.30, -4.64)
H (-1.68, 1.17, -5.01)
H (-2.99, 0.47, -6.06)
C (-1.46, 1.24, 4.08)
C (-0.33, 0.20, 3.74)
C (-0.30, -1.02, 4.66)
O (-0.24, -2.11, 3.76)
C (-0.50, -1.76, 2.52)
O (-0.51, -2.52, 1.54)
O (-0.77, -0.41, 2.49)
H (-1.69, 1.85, 3.21)
H (-1.07, 1.96, 4.80)
H (-2.41, 0.81, 4.39)
H (0.63, 0.68, 3.55)
H (-1.24, -1.07, 5.20)
H (0.48, -1.03, 5.42)

Summary:
Lowest unoccupied orbital energy (alpha / beta) ... -8.331 / -12.002 eV
HOMO level (alpha / beta) ... -15.77 / -15.77 eV
Total charge ... +2
Multiplicity ... 3

---

For the records above, the corresponding max |F| values read 5.1; 3.7; 6.8 eV/A.
For the records above, the corresponding electronic energy values read -12470.2866; -535.3613; -3799.3989 hartree.